[1]
{"formula": "C23H21MgN3O7S2", "method": "ωB97M-V/def2-TZVPD", "fmax_ev_per_a": 4.1, "e_tot_ha": -2576.57164, "spin_multiplicity": 1, "de_lowest_kj_mol": 0.0, "orbital_gap_ev": 8.086, "e_lumo_ev": 0.11, "elements": ["Mg", "O", "C", "O", "C", "O", "C", "C", "O", "O", "H", "H", "H", "H", "H", "C", "C", "C", "C", "C", "C", "C", "S", "O", "O", "N", "C", "C", "C", "C", "C", "N", "H", "H", "H", "H", "H", "H", "H", "H", "H", "H", "H", "S", "C", "N", "C", "C", "C", "C", "C", "C", "H", "H", "H", "H", "H"], "coordinates": [[-0.579, 0.168, 1.471], [1.570, 3.829, 1.355], [1.094, 2.767, 1.940], [0.143, 2.087, 1.621], [1.848, 2.510, 3.178], [2.846, 1.543, 2.880], [2.765, 0.419, 3.787], [1.635, -0.541, 3.404], [2.010, -1.708, 3.177], [0.413, -0.112, 3.321], [1.073, 4.074, 0.554], [2.330, 3.376, 3.656], [1.191, 2.159, 3.922], [3.729, -0.061, 3.615], [2.568, 0.829, 4.787], [2.611, 2.096, -5.850], [1.776, 1.526, -4.759], [0.385, 1.658, -4.718], [-0.429, 0.844, -3.986], [0.152, 0.076, -2.976], [1.560, -0.001, -2.790], [2.353, 0.709, -3.727], [-0.808, -0.571, -1.705], [0.000, -0.215, -0.514], [-1.029, -1.958, -1.889], [-2.083, 0.286, -1.710], [-2.772, 0.839, -0.739], [-3.978, 1.538, -1.123], [-4.786, 2.148, -0.171], [-4.398, 2.048, 1.194], [-3.241, 1.379, 1.507], [-2.425, 0.761, 0.613], [2.472, 3.226, -5.869], [2.255, 1.707, -6.826], [3.702, 1.857, -5.699], [-0.115, 2.426, -5.306], [-1.540, 0.792, -4.202], [1.901, -0.456, -1.864], [3.417, 0.694, -3.637], [-4.346, 1.345, -2.135], [-5.651, 2.699, -0.495], [-4.976, 2.490, 2.006], [-2.906, 1.343, 2.548], [-2.350, -4.021, 2.801], [-2.411, -2.355, 2.288], [-1.283, -1.892, 1.708], [-0.371, -2.932, 1.596], [0.877, -2.822, 0.931], [1.583, -3.994, 0.801], [1.212, -5.202, 1.310], [0.004, -5.335, 1.923], [-0.846, -4.250, 1.971], [-3.299, -1.735, 2.496], [1.095, -1.875, 0.609], [2.516, -3.895, 0.306], [1.884, -6.024, 1.116], [-0.346, -6.294, 2.299]], "mulliken_charge": [2.19, -0.44, 0.37, -0.61, -0.43, -0.43, -0.54, 0.69, -0.65, -0.88, 0.40, 0.40, 0.33, 0.31, 0.32, -1.20, 0.82, -0.52, -0.40, 0.04, -0.47, -0.93, 1.20, -0.53, -0.76, -0.55, 0.37, -0.74, -0.23, -0.85, -0.22, -0.02, 0.30, 0.29, 0.31, 0.35, 0.34, 0.34, 0.31, 0.38, 0.40, 0.39, 0.46, -0.26, -0.33, 0.41, 0.21, -0.65, -0.99, -0.67, -0.26, 0.35, 0.37, 0.75, 0.38, 0.38, 0.39]}

[2]
{"formula": "C12H43ClN3O12", "method": "ωB97M-V/def2-TZVPD", "charge": -1, "fmax_ev_per_a": 3.0, "e_tot_ha": -2010.02091, "spin_multiplicity": 1, "de_lowest_kj_mol": 284.2, "orbital_gap_ev": 8.005, "e_lumo_ev": 2.15, "elements": ["Cl", "O", "O", "O", "O", "O", "H", "H", "O", "H", "H", "O", "H", "H", "O", "H", "H", "O", "H", "H", "C", "C", "C", "O", "C", "N", "H", "H", "H", "H", "H", "H", "H", "H", "H", "H", "H", "C", "C", "C", "O", "C", "N", "H", "H", "H", "H", "H", "H", "H", "H", "H", "H", "H", "C", "C", "C", "O", "C", "N", "H", "H", "H", "H", "H", "H", "H", "H", "H", "H", "H"], "coordinates": [[-23.416, -10.168, -13.011], [-23.881, -11.255, -13.859], [-22.333, -9.487, -13.577], [-24.482, -9.236, -12.870], [-23.096, -10.702, -11.732], [-24.939, -15.291, -17.727], [-24.784, -14.435, -17.328], [-24.773, -15.917, -17.022], [-25.975, -6.206, -8.353], [-25.326, -6.905, -8.437], [-25.710, -5.724, -7.571], [-29.287, -10.345, -11.116], [-29.000, -9.437, -11.022], [-28.476, -10.854, -11.123], [-29.212, -13.308, -16.403], [-28.353, -13.569, -16.073], [-29.607, -14.122, -16.716], [-20.740, -8.242, -18.614], [-21.017, -8.537, -17.747], [-19.868, -7.872, -18.476], [-14.918, -8.437, -11.227], [-14.900, -6.947, -11.536], [-16.268, -6.450, -12.171], [-16.189, -5.089, -12.571], [-17.334, -4.790, -13.439], [-14.635, -6.248, -10.295], [-13.892, -8.734, -11.007], [-15.164, -9.068, -12.082], [-15.550, -8.682, -10.373], [-14.145, -6.751, -12.298], [-17.082, -6.663, -11.478], [-16.391, -7.084, -13.048], [-17.619, -3.745, -13.319], [-18.214, -5.409, -13.263], [-17.079, -4.795, -14.499], [-15.012, -5.313, -10.236], [-15.064, -6.731, -9.519], [-17.794, -15.202, -12.507], [-18.026, -15.958, -13.797], [-18.063, -15.102, -15.021], [-17.962, -15.831, -16.171], [-19.210, -16.414, -16.509], [-17.105, -17.091, -13.912], [-18.524, -14.396, -12.434], [-16.794, -14.793, -12.366], [-18.097, -15.817, -11.659], [-18.969, -16.457, -13.573], [-17.078, -14.637, -15.041], [-18.857, -14.367, -14.886], [-19.694, -16.887, -15.655], [-19.252, -17.146, -17.315], [-19.753, -15.559, -16.911], [-17.034, -17.359, -14.884], [-16.178, -16.929, -13.546], [-21.548, -8.692, -4.528], [-22.379, -7.588, -5.142], [-22.836, -6.583, -4.061], [-23.684, -5.588, -4.675], [-24.659, -5.050, -3.719], [-21.552, -6.862, -6.156], [-20.557, -8.389, -4.190], [-21.315, -9.473, -5.252], [-21.897, -9.201, -3.629], [-23.268, -8.081, -5.535], [-22.038, -6.019, -3.579], [-23.260, -7.058, -3.176], [-25.263, -5.836, -3.266], [-25.329, -4.356, -4.227], [-24.412, -4.411, -2.871], [-22.009, -6.056, -6.558], [-21.680, -7.477, -6.947]], "mulliken_charge": [1.61, -0.66, -0.63, -0.66, -0.66, -0.65, 0.34, 0.31, -0.64, 0.32, 0.32, -0.65, 0.32, 0.33, -0.63, 0.32, 0.31, -0.65, 0.34, 0.31, -1.44, 0.43, -0.63, -0.37, -0.72, -0.66, 0.36, 0.38, 0.36, 0.24, 0.31, 0.37, 0.27, 0.34, 0.26, 0.27, 0.24, -1.54, 0.48, -0.47, -0.39, -0.69, -0.59, 0.40, 0.37, 0.37, 0.09, 0.30, 0.35, 0.27, 0.27, 0.31, 0.25, 0.21, -1.54, 0.73, -0.87, -0.29, -0.85, -0.78, 0.37, 0.33, 0.38, 0.20, 0.36, 0.43, 0.35, 0.29, 0.33, 0.29, 0.28]}

[3]
{"formula": "C11H20GdN4P", "method": "ωB97M-V/def2-TZVPD", "fmax_ev_per_a": 3.3, "e_tot_ha": -1757.00137, "spin_multiplicity": 8, "de_lowest_kj_mol": 0.0, "orbital_gap_ev": [4.148, 5.614], "e_lumo_ev": [0.24, 0.38], "elements": ["C", "C", "C", "C", "C", "Gd", "P", "H", "H", "H", "H", "H", "H", "H", "H", "C", "N", "C", "N", "C", "N", "C", "N", "C", "C", "H", "H", "H", "H", "H", "H", "H", "H", "H", "H", "H", "H"], "coordinates": [[-0.624, -0.239, -4.183], [-1.418, 0.834, -3.656], [-0.536, 1.805, -3.088], [0.814, 1.357, -3.258], [0.783, 0.087, -3.928], [-0.237, -0.686, -1.613], [-0.276, -3.437, -1.463], [-0.981, -1.088, -4.769], [-2.504, 0.907, -3.719], [-0.843, 2.742, -2.598], [1.640, -0.482, -4.287], [1.713, 1.900, -2.975], [0.864, -4.186, -1.928], [-1.366, -4.156, -2.071], [-0.378, -3.878, -0.075], [0.577, 1.511, 0.754], [0.248, 0.061, 0.480], [-1.165, -0.194, 1.043], [-1.262, 0.116, 2.488], [-0.882, 1.548, 2.672], [0.491, 1.839, 2.186], [1.436, 0.960, 2.930], [1.124, -0.482, 2.743], [1.204, -0.781, 1.302], [-0.262, -0.721, 3.212], [-0.135, 2.126, 0.187], [1.601, 1.676, 0.400], [-1.417, -1.259, 0.889], [-1.869, 0.453, 0.491], [-0.918, 1.778, 3.746], [-1.596, 2.172, 2.110], [2.454, 1.145, 2.549], [1.355, 1.200, 3.998], [0.974, -1.842, 1.140], [2.219, -0.549, 0.952], [-0.313, -0.460, 4.282], [-0.515, -1.778, 3.057]], "mulliken_charge": [-0.45, -0.58, -0.49, -0.59, -0.51, 0.39, -0.12, 0.43, 0.40, 0.45, 0.39, 0.43, 0.04, 0.06, 0.04, -0.61, 0.11, -0.74, -0.01, -0.70, 0.07, -0.69, 0.02, -0.64, -0.74, 0.26, 0.30, 0.36, 0.44, 0.34, 0.35, 0.35, 0.34, 0.29, 0.35, 0.33, 0.36]}

[4]
{"formula": "C16H36Cl4F6N6O8S2", "method": "ωB97M-V/def2-TZVPD", "charge": -1, "fmax_ev_per_a": 3.5, "e_tot_ha": -4798.07020, "spin_multiplicity": 2, "de_lowest_kj_mol": 0.0, "orbital_gap_ev": [1.894, 9.373], "e_lumo_ev": [2.06, 2.03], "elements": ["N", "H", "H", "H", "H", "C", "F", "F", "F", "S", "O", "O", "N", "S", "O", "O", "C", "F", "F", "F", "C", "C", "O", "N", "C", "H", "H", "H", "H", "H", "H", "H", "C", "C", "O", "N", "C", "H", "H", "H", "H", "H", "H", "H", "C", "C", "O", "N", "C", "H", "H", "H", "H", "H", "H", "H", "C", "C", "O", "N", "C", "H", "H", "H", "H", "H", "H", "H", "C", "Cl", "Cl", "H", "H", "C", "Cl", "Cl", "H", "H"], "coordinates": [[0.511, 0.034, 0.517], [0.860, 0.829, 0.000], [1.165, -0.735, 0.528], [-0.331, -0.301, 0.071], [0.324, 0.250, 1.485], [1.621, -1.724, -2.464], [1.821, -2.142, -3.738], [1.737, -0.367, -2.391], [0.419, -1.949, -2.055], [2.933, -2.533, -1.250], [2.665, -3.951, -1.249], [4.222, -2.113, -1.729], [2.417, -1.836, 0.284], [3.571, -2.264, 1.258], [3.554, -3.676, 1.613], [4.858, -1.680, 0.901], [3.097, -1.259, 2.842], [1.929, -1.730, 3.242], [4.086, -1.449, 3.764], [3.023, 0.032, 2.518], [-0.155, 2.537, 4.650], [-0.282, 1.147, 4.091], [-0.073, 0.888, 2.912], [-0.642, 0.216, 4.944], [-0.730, -1.209, 4.613], [-0.077, 2.549, 5.737], [-1.027, 3.133, 4.382], [0.682, 3.044, 4.169], [-0.972, 0.532, 5.845], [-0.616, -1.453, 3.557], [-1.721, -1.596, 4.850], [-0.001, -1.768, 5.200], [2.278, 3.335, -2.248], [2.866, 2.527, -1.147], [2.127, 2.071, -0.284], [4.164, 2.390, -1.218], [4.871, 1.705, -0.163], [1.918, 2.632, -2.998], [3.086, 3.978, -2.599], [1.410, 3.876, -1.872], [4.649, 2.877, -1.957], [4.726, 2.064, 0.856], [5.944, 1.764, -0.346], [4.551, 0.666, -0.241], [-1.763, 3.635, -2.099], [-1.558, 2.185, -2.441], [-1.267, 1.373, -1.541], [-1.594, 1.788, -3.734], [-1.443, 0.446, -4.306], [-2.012, 4.208, -2.992], [-0.906, 4.080, -1.594], [-2.586, 3.832, -1.411], [-1.924, 2.440, -4.431], [-0.574, 0.289, -4.944], [-2.368, 0.080, -4.753], [-1.376, -0.348, -3.562], [-3.657, -2.927, -0.516], [-2.969, -1.603, -0.726], [-2.018, -1.251, -0.033], [-3.301, -0.836, -1.730], [-4.481, -0.930, -2.565], [-4.668, -3.021, -0.912], [-3.578, -3.215, 0.533], [-3.040, -3.645, -1.056], [-2.748, 0.002, -1.846], [-5.352, -0.593, -2.004], [-4.641, -1.841, -3.143], [-4.300, -0.118, -3.269], [-3.129, 1.409, 1.120], [-4.196, 0.350, 2.086], [-2.985, 3.094, 1.717], [-2.125, 0.983, 1.114], [-3.467, 1.447, 0.085], [-0.167, -4.079, 0.810], [-0.753, -5.131, -0.505], [-1.303, -4.019, 2.163], [0.832, -4.373, 1.133], [-0.041, -3.052, 0.470]], "mulliken_charge": [1.79, 0.34, -0.07, -0.28, 0.51, 1.03, -0.24, -0.22, -0.12, 0.87, -0.64, -0.62, -0.81, 0.92, -0.68, -0.68, 0.60, -0.17, -0.26, -0.15, -1.39, 0.65, -0.72, -0.11, -0.69, 0.42, 0.26, 0.30, 0.20, 0.01, 0.35, 0.34, -0.38, 0.48, -0.69, -0.14, -0.72, 0.01, 0.61, -0.25, 0.25, 0.23, 0.33, 0.16, -2.40, -4.56, 3.11, 1.28, -1.90, 0.50, 0.22, 0.15, 0.85, 0.68, 0.36, 0.18, -1.47, 0.57, -0.22, 1.19, -2.04, 0.48, 0.23, 0.24, -0.39, 0.35, 0.34, 0.72, 0.72, -0.21, -0.16, -0.70, 0.23, 0.88, -0.19, -0.19, 0.36, -0.87]}

[5]
{"formula": "C34H31Br2FN5O5Rb", "method": "ωB97M-V/def2-TZVPD", "fmax_ev_per_a": 1.5, "e_tot_ha": -7235.95828, "spin_multiplicity": 1, "de_lowest_kj_mol": 563.2, "orbital_gap_ev": [2.837, 4.738], "e_lumo_ev": [-0.29, -0.34], "elements": ["Rb", "C", "C", "N", "C", "C", "C", "O", "O", "C", "O", "C", "C", "C", "F", "C", "C", "C", "N", "C", "C", "N", "C", "C", "H", "H", "H", "H", "H", "H", "H", "H", "H", "H", "H", "H", "H", "H", "H", "H", "H", "H", "C", "C", "O", "C", "C", "C", "C", "C", "C", "O", "H", "H", "H", "H", "H", "H", "H", "Br", "C", "C", "C", "N", "C", "C", "C", "C", "C", "Br", "C", "C", "N", "H", "H", "H", "H", "H", "H"], "coordinates": [[-1.925, 0.570, -0.371], [3.555, -1.542, 4.803], [3.491, -0.062, 4.429], [2.831, 0.150, 3.147], [1.468, 0.331, 3.145], [0.712, 0.420, 2.037], [-0.810, 0.642, 2.065], [-1.188, 1.827, 2.044], [-1.508, -0.392, 2.016], [1.325, 0.319, 0.730], [0.689, 0.378, -0.330], [2.779, 0.148, 0.748], [3.464, 0.080, -0.467], [4.821, -0.081, -0.492], [5.450, -0.090, -1.688], [5.560, -0.236, 0.682], [4.880, -0.193, 1.892], [3.501, 0.037, 1.953], [6.964, -0.457, 0.745], [7.782, 0.584, 1.374], [8.995, -0.097, 2.081], [9.032, -1.508, 1.617], [9.066, -1.540, 0.129], [7.682, -1.036, -0.391], [4.055, -1.673, 5.762], [4.095, -2.107, 4.042], [2.546, -1.948, 4.875], [4.491, 0.370, 4.399], [2.931, 0.488, 5.184], [1.028, 0.409, 4.131], [2.893, 0.173, -1.381], [5.462, -0.358, 2.787], [7.177, 1.137, 2.088], [8.142, 1.296, 0.623], [8.889, -0.114, 3.167], [9.931, 0.392, 1.823], [8.068, -1.837, 1.840], [9.774, -2.098, 2.086], [9.282, -2.560, -0.192], [9.869, -0.893, -0.213], [7.096, -1.861, -0.791], [7.841, -0.316, -1.198], [-2.763, 0.351, -5.091], [-3.505, 0.388, -3.764], [-2.846, 0.458, -2.711], [-4.941, 0.348, -3.788], [-5.677, 0.304, -5.005], [-7.042, 0.286, -5.046], [-7.800, 0.312, -3.850], [-7.142, 0.351, -2.647], [-5.754, 0.365, -2.613], [-5.092, 0.400, -1.295], [-1.697, 0.369, -4.874], [-3.009, 1.218, -5.707], [-2.993, -0.555, -5.655], [-5.126, 0.288, -5.934], [-7.553, 0.257, -5.999], [-8.880, 0.302, -3.882], [-7.713, 0.372, -1.726], [-7.914, 3.827, 1.643], [-6.495, 3.327, 0.501], [-5.576, 4.272, 0.074], [-4.529, 3.812, -0.708], [-4.381, 2.549, -1.078], [-5.298, 1.687, -0.690], [-6.375, 2.006, 0.118], [-5.221, -0.901, -0.691], [-6.316, -1.314, 0.051], [-6.364, -2.650, 0.393], [-7.804, -3.280, 1.443], [-5.363, -3.521, -0.010], [-4.306, -2.968, -0.712], [-4.224, -1.686, -1.039], [-5.668, 5.310, 0.355], [-3.753, 4.490, -1.043], [-7.094, 1.284, 0.466], [-7.104, -0.654, 0.373], [-5.404, -4.572, 0.232], [-3.467, -3.581, -1.019]], "mulliken_charge": [1.11, -1.01, -0.97, 0.09, -0.03, 0.35, -0.49, -0.72, -0.78, 1.56, -0.97, 0.67, -0.90, 0.61, -0.33, -1.80, -0.73, 0.33, 0.96, -0.56, -1.81, -1.02, -1.61, -0.72, 0.39, 0.30, 0.32, 0.41, 0.46, 0.44, 0.58, 0.54, 0.40, 0.34, 0.82, 0.43, -0.04, 1.69, 0.82, 0.19, 0.37, 0.50, -1.83, 0.93, -0.07, 0.34, -1.24, -0.82, -1.04, -0.67, 0.96, 1.05, 0.32, 0.40, 0.40, 0.40, 0.41, 0.43, 0.16, -0.16, -0.40, -0.29, -0.71, -0.15, 0.63, -0.31, 0.83, -0.42, -0.38, -0.16, -0.29, -0.74, -0.11, 0.44, 0.45, 0.30, 0.29, 0.43, 0.44]}

[6]
{"formula": "C25H17BrMnN3O3S4Sb", "method": "ωB97M-V/def2-TZVPD", "charge": -2, "fmax_ev_per_a": 0.8, "e_tot_ha": -6911.06006, "spin_multiplicity": 6, "orbital_gap_ev": [4.524, 5.242], "e_lumo_ev": [3.95, 3.95], "elements": ["Mn", "S", "Sb", "S", "S", "Br", "C", "C", "C", "C", "C", "C", "C", "C", "C", "C", "H", "H", "H", "H", "H", "H", "O", "C", "N", "C", "C", "O", "N", "C", "C", "C", "C", "C", "C", "C", "C", "C", "C", "C", "C", "H", "H", "H", "H", "H", "H", "H", "H", "H", "H", "H", "O", "S", "N"], "coordinates": [[1.374, 0.227, -2.297], [4.589, -1.194, -6.248], [2.375, -0.995, -5.706], [1.787, -2.601, -3.871], [2.392, 0.950, -4.160], [0.971, 3.103, -1.455], [-0.703, 3.129, -2.328], [-1.416, 4.291, -2.261], [-2.685, 4.374, -2.872], [-3.189, 3.288, -3.521], [-2.459, 2.076, -3.601], [-3.012, 0.963, -4.278], [-2.317, -0.206, -4.347], [-1.040, -0.316, -3.757], [-0.447, 0.733, -3.097], [-1.170, 1.961, -3.001], [-1.006, 5.144, -1.737], [-3.247, 5.298, -2.815], [-4.166, 3.329, -3.992], [-3.992, 1.064, -4.731], [-2.735, -1.063, -4.864], [-0.510, -1.259, -3.842], [2.748, 0.624, -0.524], [1.881, 0.107, 0.190], [1.978, -0.228, 1.506], [0.677, -0.647, 1.996], [-0.140, -0.658, 0.653], [-1.293, -1.026, 0.609], [0.659, -0.193, -0.334], [0.672, -2.057, 2.558], [-0.396, -2.495, 3.336], [-0.442, -3.803, 3.791], [0.573, -4.693, 3.460], [1.624, -4.267, 2.663], [1.676, -2.954, 2.213], [0.137, 0.399, 2.963], [0.605, 0.423, 4.275], [0.211, 1.420, 5.154], [-0.666, 2.410, 4.730], [-1.139, 2.392, 3.427], [-0.742, 1.392, 2.547], [2.705, 0.152, 2.086], [-1.200, -1.810, 3.572], [-1.281, -4.133, 4.392], [0.530, -5.719, 3.805], [2.401, -4.958, 2.361], [2.471, -2.638, 1.550], [1.278, -0.358, 4.613], [0.586, 1.422, 6.170], [-0.979, 3.190, 5.413], [-1.822, 3.159, 3.084], [-1.123, 1.388, 1.534], [3.017, -3.936, -1.236], [3.200, -2.449, -1.354], [2.202, -1.755, -2.419]], "mulliken_charge": [-0.50, -0.77, 0.36, -0.40, -0.37, -0.12, 0.66, -0.79, -0.44, -0.87, 1.09, -0.83, -1.04, 0.23, -0.33, 1.13, 0.38, 0.36, 0.30, 0.30, 0.37, 0.29, -0.71, -0.31, 0.06, 3.50, -0.67, -0.76, 0.69, -0.88, -0.23, -0.86, -0.31, -0.85, -0.28, -0.54, -0.04, -0.84, -0.36, -0.89, -0.34, 0.28, 0.47, 0.36, 0.38, 0.43, 0.21, 0.42, 0.37, 0.38, 0.41, 0.51, -0.63, 0.21, -0.18]}